1.
Computed, not measured: a 2-piece molecular cluster, CH4N3O overall in a non-equilibrium geometry, with ωB97M-V/def2-TZVPD.

Properties
HOMO (spin up / spin down) = -0.519 / -0.519 Ha
total charge = +1
frontier orbital gap (spin up / spin down) = 6.1 / 6.1 eV

Geometry as XYZ:
```
9
Properties=species:S:1:pos:R:3:forces:R:3:lowdin_charge:R:1
H 1.5903 1.1725 0.2153 1.575 -0.685 -0.395 0.123
O -3.4314 0.5278 0.1374 1.748 -4.107 -0.796 0.319
H -0.4311 0.9904 -0.4098 -0.552 -0.493 0.087 0.078
C 0.6471 -0.4968 -0.0322 1.252 -3.421 1.738 -0.371
N -3.0067 -0.4715 -0.0515 -0.642 4.154 0.755 0.398
H 2.7540 -0.3015 0.0242 -1.787 1.310 0.213 0.152
N -0.5046 -0.0199 -0.1704 -2.246 2.572 -0.770 0.041
N 1.8170 0.1872 0.0023 -0.457 -0.450 0.023 0.107
H 0.5654 -1.5883 0.2848 1.110 1.121 -0.855 0.152
```
Positions in Å, forces in eV/Å.

---

2.
Computed, not measured: an isolated ion of composition CH4N3O2 and charge -1 in a non-equilibrium geometry, with ωB97M-V/def2-TZVPD.

Properties
SMILES = NCN=[N+]([O-])[O-]
HOMO = -0.149 Ha
total charge = -1
frontier orbital gap = 8.7 eV

Geometry as XYZ:
```
10
Properties=species:S:1:pos:R:3:forces:R:3:lowdin_charge:R:1
N 0.5134 -0.5650 -0.1610 -0.666 0.470 -0.450 0.001
H -1.6030 -0.9459 0.8833 -0.039 0.199 0.531 0.028
H -0.6141 1.1398 -0.9469 0.012 -0.852 -0.451 0.097
O 2.6500 -0.8550 0.1187 -0.391 -0.243 -0.477 -0.160
N -1.8247 -0.3469 0.0956 1.123 0.116 -0.896 -0.045
H -0.4414 1.1384 0.6781 0.324 0.037 1.062 0.077
C -0.5198 0.4155 -0.1133 -1.879 -0.105 -0.040 -0.361
N 1.6697 -0.0510 -0.0228 2.779 -1.726 1.168 -0.576
H -1.7709 -1.0821 -0.6234 -0.266 0.505 -0.099 0.035
O 1.9408 1.1523 0.0916 -0.997 1.600 -0.348 -0.097
```
Positions in Å, forces in eV/Å.

---

3.
Computed, not measured: a 2-piece molecular cluster, CH4N3O3 overall in a non-equilibrium geometry, with ωB97M-V/def2-TZVPD.

Properties
HOMO = -0.151 Ha
total charge = -1
frontier orbital gap = 8.3 eV

Geometry as XYZ:
```
11
Properties=species:S:1:pos:R:3:forces:R:3:lowdin_charge:R:1
O 1.3831 -0.8775 0.3531 -1.176 -1.494 -0.505 -0.082
C 1.5347 0.2893 -0.0364 0.503 1.841 0.386 -0.841
N -1.7273 -0.9123 -0.1179 1.526 -2.358 -1.740 0.037
H 2.9921 -0.0932 0.9162 -0.142 2.656 -0.627 0.116
N -2.2221 1.2934 0.1311 -0.118 1.112 0.357 0.015
H -2.1251 -1.0643 0.7484 -1.068 0.020 2.266 0.024
N -1.5834 0.4470 -0.3845 -1.073 -0.740 -0.682 -0.353
H -0.8174 -1.4140 -0.1708 -0.412 0.853 0.093 0.070
O 2.7184 0.8231 0.5180 0.935 -2.418 0.755 -0.042
H -1.0212 0.4282 -1.2397 0.700 1.230 -0.054 0.108
O 0.8681 1.0801 -0.7176 0.323 -0.702 -0.249 -0.053
```
Positions in Å, forces in eV/Å.

---

4.
Computed, not measured: a 2-piece molecular cluster, CH4N3P overall in a non-equilibrium geometry, with ωB97M-V/def2-TZVPD.

Properties
multiplicity = 3
HOMO (spin up / spin down) = -0.354 / -0.362 Ha
frontier orbital gap (spin up / spin down) = 10.4 / 7.2 eV

Geometry as XYZ:
```
9
Properties=species:S:1:pos:R:3:forces:R:3:mulliken_spin:R:1
C 0.4399 1.0390 -0.3379 -1.683 0.358 1.840 -0.014
N 1.5570 -0.8321 0.1898 1.432 -2.488 0.739 -0.165
H 0.6070 1.1930 -1.3665 -0.246 0.580 -1.529 0.029
N 1.6626 0.3809 0.0486 0.642 2.280 -0.129 0.341
H 0.1348 1.9986 0.1713 1.030 -0.919 -0.476 0.020
N 0.3426 -1.3970 0.2160 0.185 -0.703 0.583 0.619
H -1.0612 0.0586 1.4766 0.111 -0.357 -1.644 0.144
P -0.8461 -0.2601 -0.0152 -1.450 1.364 1.023 0.059
H 0.4383 -1.9888 -2.0776 -0.021 -0.115 -0.407 0.967
```
Positions in Å, forces in eV/Å.

---

5.
Computed, not measured: a 2-piece molecular cluster, CH4N4O overall in a non-equilibrium geometry, with ωB97M-V/def2-TZVPD.

Properties
HOMO = -0.348 Ha
frontier orbital gap = 8.9 eV

Geometry as XYZ:
```
10
Properties=species:S:1:pos:R:3:forces:R:3:lowdin_charge:R:1
H -1.0593 -1.2083 0.8142 0.215 -1.288 0.931 0.073
N -3.5931 1.2690 0.1300 -0.713 -0.114 -0.722 0.160
H 1.7758 2.6659 0.1319 0.670 -2.135 0.339 0.102
N 2.4588 1.8271 -0.2101 0.069 -0.239 0.067 -0.005
N -1.4058 0.5818 0.0106 2.929 0.880 -0.656 -0.008
H -0.7847 -1.1704 -0.9321 -0.504 -0.726 -0.631 0.076
N -2.5698 0.8268 -0.0373 -0.842 -0.182 1.276 -0.264
O 2.4249 0.7758 0.3895 -0.744 2.392 -0.411 -0.081
C -0.6487 -0.6734 0.0036 -4.820 0.309 -1.033 -0.049
H 0.3312 -0.4963 0.0225 3.740 1.103 0.840 -0.004
```
Positions in Å, forces in eV/Å.

---

6.
Computed, not measured: a 2-piece molecular cluster, CH4N4O overall in a non-equilibrium geometry, with ωB97M-V/def2-TZVPD.

Properties
HOMO = -0.327 Ha
frontier orbital gap = 9.9 eV

Geometry as XYZ:
```
10
Properties=species:S:1:pos:R:3:forces:R:3:lowdin_charge:R:1
N -0.8174 3.1146 -1.0414 -1.714 2.971 -1.095 0.059
H -1.8370 3.4143 -1.0330 1.684 -1.831 0.462 0.095
O 2.0898 -0.6227 0.4281 0.303 0.016 -0.948 0.025
N 0.3985 1.2464 -0.5001 2.148 0.094 -0.960 0.162
C 0.9043 -1.2075 0.4751 -1.420 -2.460 2.480 -0.379
H 1.0787 -2.3121 0.7269 -0.653 1.229 -0.655 0.139
N -0.1770 -0.5434 0.5208 -1.923 -1.955 1.340 0.017
H 1.8580 0.2287 0.0479 0.448 1.030 0.013 0.041
N -0.3072 2.0582 -0.7569 -1.320 1.077 0.199 -0.258
H -1.1333 -0.9503 0.7857 2.447 -0.172 -0.838 0.099
```
Positions in Å, forces in eV/Å.

---

7.
Computed, not measured: one molecule with the formula CH4N4S in a non-equilibrium geometry, with ωB97M-V/def2-TZVPD.

Properties
HOMO = -0.317 Ha
frontier orbital gap = 7.8 eV

Geometry as XYZ:
```
10
Properties=species:S:1:pos:R:3:forces:R:3:lowdin_charge:R:1
H 0.1187 0.8173 2.9182 -0.608 -1.042 0.246 0.030
N -0.2891 0.9794 -1.3210 0.037 0.160 0.949 0.176
H 0.8676 -1.5807 -0.2642 0.781 0.075 0.793 0.083
N 0.1351 -1.1410 -0.7630 -2.028 1.715 -1.996 0.119
H -0.4059 1.9207 -0.9626 -0.260 0.302 0.323 0.043
N -0.2217 0.2212 0.9326 -0.856 -1.959 2.091 -0.035
S 0.8371 2.5448 1.5789 0.052 0.074 -0.071 0.547
H 0.2725 -0.9970 -1.7703 0.288 -0.676 0.541 0.096
N -0.1645 0.1970 -0.3385 1.760 -1.419 -0.969 -0.348
C 0.1649 1.0630 1.8786 0.833 2.770 -1.908 -0.712
```
Positions in Å, forces in eV/Å.

---

8.
Computed, not measured: one molecule with the formula CH4N4S in a non-equilibrium geometry, with ωB97M-V/def2-TZVPD.

Properties
SMILES = [S-][N+]1=NNNC1
HOMO (spin up / spin down) = -0.292 / -0.292 Ha
frontier orbital gap (spin up / spin down) = 8.1 / 8.1 eV

Geometry as XYZ:
```
10
Properties=species:S:1:pos:R:3:forces:R:3:lowdin_charge:R:1
H -0.7691 -2.0795 0.2727 0.647 -0.743 0.645 0.120
N -0.8308 0.7858 -0.1204 2.652 -1.426 0.811 -0.707
N -0.4440 -1.3145 -0.2756 -0.083 0.087 -0.912 -0.057
N -1.3644 -0.3385 -0.1656 -0.798 0.347 -0.723 0.006
N 0.8826 -0.8170 -0.1999 -0.040 0.478 0.414 -0.023
H 1.2498 -0.7466 -1.1243 0.072 -0.615 -1.019 0.102
H 0.6845 0.5508 1.3953 -0.057 0.392 -2.186 0.148
H 1.4145 1.2008 -0.0945 1.482 1.948 -1.450 0.076
C 0.7038 0.5416 0.2139 -3.068 -2.350 4.468 -0.155
S -1.5269 2.2172 0.0984 -0.805 1.881 -0.049 0.491
```
Positions in Å, forces in eV/Å.

---

Respective calculated total energy values: -279.616640; -355.179062; -430.483332; -545.872908; -334.564464; -334.634589; -657.567754; -657.575458 Eh.